30
Properties=species:S:1:pos:R:3:mulliken_charge:R:1 method="wB97M-V/def2-TZVPD" multiplicity=1 max_force_ev_per_a=3.4 smiles=Cc1ccccc1.Cc1ccccc1 e_homo_ev=-8.790
C -0.28008 2.80318 0.23358 -1.28
C 0.60027 2.57141 -0.97641 0.45
C 1.65008 3.37423 -1.33135 -0.16
C 2.42462 3.14642 -2.44237 -0.48
C 1.93141 2.11847 -3.32654 -0.45
C 0.96802 1.20041 -2.88939 -0.46
C 0.28632 1.42611 -1.75387 -0.25
H 0.36593 2.92714 1.13060 0.32
H -0.83138 1.88334 0.59742 0.28
H -0.88467 3.63896 0.05181 0.34
H 1.89235 4.40999 -0.96051 0.24
H 3.27612 3.81081 -2.70207 0.34
H 2.41994 1.87731 -4.25224 0.35
H 0.76734 0.29680 -3.46105 0.34
H -0.44320 0.68974 -1.66531 0.41
C -2.35481 -2.49663 3.33301 -1.44
C -1.39365 -2.58306 2.17127 0.77
C -1.68395 -3.33952 1.03517 -0.46
C -0.85537 -3.12845 -0.09426 -0.46
C 0.32213 -2.36266 -0.05166 -0.27
C 0.63205 -1.56751 1.08356 -0.48
C -0.33264 -1.67940 2.14777 -0.37
H -1.73768 -2.49646 4.21296 0.36
H -3.14978 -3.17361 3.48211 0.39
H -2.77213 -1.50764 3.49072 0.33
H -2.45030 -4.08307 0.89933 0.38
H -1.06928 -3.48444 -1.07815 0.38
H 1.12014 -2.33372 -0.98551 0.21
H 1.62538 -0.94936 1.17717 0.29
H -0.04319 -0.98879 2.92423 0.36